No. 1
The following is a DFT calculation (the ωB97M-V functional and the def2-TZVPD basis) of an isolated ion of composition C3H6N3 and charge +1 at a distorted geometry.

```
! RIJCOSX wB97M-V def2-TZVPD def2/J DEFGRID3
* xyz 1 3
C 1.3664 0.9813 -0.1365
C 0.2670 -0.4339 -0.3974
C -0.5503 1.3401 0.8825
N 0.7825 1.7867 0.5713
N -0.8173 -0.0132 0.3261
N 0.5013 -1.6180 -0.9925
H 2.1966 0.9386 -0.7108
H -0.8446 1.2316 1.9125
H -1.2481 2.1292 0.5782
H -1.6075 -0.5801 0.5373
H 1.5197 -1.7443 -1.2355
H -0.1575 -2.3155 -0.6751
*
```

Calculated values
Frontier orbital gap (alpha / beta), eV: 7.39 / 6.00
LUMO level (alpha / beta), eV: -3.5 / -8.9
E_HOMO (alpha / beta), eV: -10.90 / -14.87
⟨S²⟩: 2.012

And the Löwdin charges, in e, turn out to be: 0.03 -0.24 -0.12 0.08 0.18 0.21 0.08 0.14 0.16 0.17 0.18 0.13

=====

No. 2
The following is a DFT calculation (the ωB97M-V functional and the def2-TZVPD basis) of C53H67I2InN4O11S3Si as an isolated structure at a distorted geometry.

```
! RIJCOSX wB97M-V def2-TZVPD def2/J DEFGRID3
* xyz -2 1
In 0.2108 -0.7755 0.8203
C 1.5032 -6.1930 4.3740
C 0.2305 -6.3629 3.5534
N -0.4834 -5.1025 3.3801
C -1.5901 -4.8399 4.2888
C -2.9161 -5.3605 3.7491
C -0.1208 -4.2389 2.4188
S -1.0582 -2.8395 2.1586
N 0.9029 -4.6494 1.6499
C 1.7868 -3.8752 1.1038
O 2.0327 -2.6456 1.3939
C 2.6814 -4.4721 0.0703
C 3.4460 -3.6387 -0.7389
C 4.3102 -4.1870 -1.6742
C 4.4353 -5.5648 -1.7863
C 3.6824 -6.3970 -0.9683
C 2.8030 -5.8532 -0.0463
H 2.0464 -7.1378 4.4362
H 1.2746 -5.8517 5.3850
H 2.1514 -5.4511 3.9087
H -0.4548 -7.0523 4.0498
H 0.4649 -6.7617 2.5675
H -1.6500 -3.7656 4.4498
H -1.3437 -5.3139 5.2417
H -3.1796 -4.8302 2.8344
H -3.7086 -5.2047 4.4825
H -2.8551 -6.4276 3.5254
H 3.3531 -2.5646 -0.6477
H 4.8857 -3.5302 -2.3138
H 5.1188 -5.9911 -2.5106
H 3.7791 -7.4725 -1.0496
H 2.2008 -6.4885 0.5882
O -3.1565 -4.7116 -4.1325
C -2.1166 -5.0848 -3.5599
O -1.4655 -6.1392 -3.6560
C -1.5200 -4.0445 -2.5903
C -0.1484 -3.8248 -2.5366
C 0.3572 -2.8486 -1.6985
N -0.4331 -2.1335 -0.8934
C -1.7597 -2.3347 -0.9266
C -2.3324 -3.2596 -1.7755
C -2.6095 -1.4159 -0.0534
O -3.8169 -1.5967 -0.0051
O -1.9645 -0.4671 0.5231
H 0.5183 -4.4140 -3.1515
H 1.4073 -2.5893 -1.6779
H -3.4080 -3.3505 -1.8082
C -0.6592 -0.1625 -3.8760
S -1.3128 0.5233 -2.3340
O -0.1222 0.8966 -1.5117
C -1.9058 2.0644 -3.0491
C -1.2304 3.2340 -2.7575
C -1.6796 4.4308 -3.2991
C -2.7983 4.4475 -4.1203
C -3.4846 3.2678 -4.3859
C -3.0454 2.0710 -3.8413
H -0.0769 0.5920 -4.4017
H -1.5011 -0.5107 -4.4741
H -0.0287 -1.0061 -3.5965
H -0.3671 3.1878 -2.1058
H -1.1540 5.3509 -3.0759
H -3.1433 5.3799 -4.5493
H -4.3683 3.2818 -5.0109
H -3.5883 1.1513 -4.0261
I 2.0962 -1.9090 3.5172
I 2.4386 -1.0707 6.2259
C 1.3464 3.1857 -7.6360
C 2.3381 2.2028 -7.0657
C 3.1811 1.5075 -7.9228
C 4.0733 0.5717 -7.4200
C 4.1646 0.3765 -6.0571
C 3.3523 1.0915 -5.1729
N 3.5332 0.8310 -3.8071
C 3.4551 1.7437 -2.7683
C 3.8320 3.0782 -2.9578
C 3.8236 3.9725 -1.9032
C 3.4733 3.5527 -0.6260
C 3.1195 2.2279 -0.4282
C 3.0894 1.3168 -1.4776
C 2.6073 -0.0844 -1.2166
O 2.6942 -0.9339 -2.1210
O 2.1579 -0.3239 -0.0508
C 2.3874 1.9747 -5.6832
C 1.3536 2.6065 -4.7915
H 1.5692 3.3846 -8.6842
H 1.3683 4.1323 -7.0943
H 0.3254 2.8009 -7.5764
H 3.1227 1.6871 -8.9903
H 4.7112 0.0098 -8.0910
H 4.8787 -0.3231 -5.6414
H 3.3258 -0.1178 -3.4813
H 4.1363 3.3975 -3.9476
H 4.1057 5.0045 -2.0791
H 3.4721 4.2472 0.2040
H 2.8396 1.8769 0.5545
H 1.6319 3.6157 -4.4759
H 1.2083 2.0215 -3.8839
H 0.3964 2.6731 -5.3093
C 0.5801 2.5857 6.7193
C 0.1778 3.1586 5.3663
C 1.4244 3.4473 4.5344
C -0.6430 4.4360 5.5438
O -0.6509 2.1808 4.7589
Si -1.0847 1.8076 3.2220
S 0.5871 1.3040 2.0281
O -2.0608 0.5135 3.3405
C -3.3078 0.3096 4.0131
C -4.3537 1.2827 3.4754
C -3.1237 0.4908 5.5183
C -3.7274 -1.1172 3.6985
O -1.8166 3.1847 2.7071
C -2.0931 3.8158 1.4603
C -2.9818 5.0088 1.8008
C -2.8257 2.8612 0.5258
C -0.7995 4.3114 0.8187
H 1.1902 3.3040 7.2722
H 1.1523 1.6677 6.5820
H -0.3103 2.3521 7.3056
H 2.0633 4.1543 5.0675
H 1.1567 3.8705 3.5639
H 1.9817 2.5275 4.3575
H -0.0380 5.2196 6.0055
H -1.5087 4.2370 6.1786
H -1.0029 4.7786 4.5734
H -4.0100 2.3122 3.5877
H -5.2934 1.1619 4.0191
H -4.5274 1.0794 2.4183
H -2.9023 1.5307 5.7595
H -2.2893 -0.1199 5.8659
H -4.0339 0.1873 6.0402
H -3.8340 -1.2510 2.6210
H -4.6799 -1.3437 4.1843
H -2.9690 -1.8102 4.0606
H -3.8824 4.6694 2.3154
H -3.2724 5.5338 0.8887
H -2.4498 5.7033 2.4542
H -3.7844 2.5667 0.9533
H -2.2410 1.9530 0.3653
H -3.0054 3.3440 -0.4371
H -0.2369 4.9206 1.5307
H -1.0370 4.9206 -0.0557
H -0.1708 3.4755 0.5126
*
```

Calculated values
Frontier orbital gap, eV: 7.04
LUMO level, eV: 3.4
E_HOMO, eV: -3.61

Atom charges from the Löwdin analysis, given in e for atoms 1 to 99: 0.46 -0.07 -0.21 -0.12 -0.25 -0.08 -0.71 0.82 0.13 -0.48 -0.50 -0.13 -0.02 -0.06 -0.10 -0.09 -0.02 0.07 0.07 0.06 0.11 0.11 0.07 0.12 0.07 0.07 0.07 0.09 0.10 0.09 0.09 0.10 -0.05 -0.72 -0.05 -0.08 0.02 -0.11 0.03 -0.24 0.07 -0.69 0.05 -0.18 0.12 0.08 0.13 -0.17 0.98 -0.51 -0.37 -0.10 -0.08 -0.10 -0.09 -0.08 0.03 0.07 0.05 0.11 0.10 0.09 0.10 0.12 0.64 -0.11 -0.06 -0.24 -0.07 -0.10 -0.03 -0.20 0.10 -0.20 -0.05 -0.10 -0.09 -0.02 -0.05 -0.56 0.00 -0.13 -0.16 -0.05 0.07 0.08 0.08 0.10 0.09 0.11 0.11 0.11 0.09 0.09 0.07 0.09 0.06 0.07 -0.04

=====

No. 3
The following is a DFT calculation (the ωB97M-V functional and the def2-TZVPD basis) of a 7-piece molecular cluster, C24H72BF4N6O6 overall at a distorted geometry.

```
! RIJCOSX wB97M-V def2-TZVPD def2/J DEFGRID3
* xyz 5 1
B 0.1462 -0.6903 -0.5651
F 1.0869 -1.4872 0.1117
F -0.9912 -0.4529 0.2590
F 0.6450 0.4933 -1.0817
F -0.3006 -1.4688 -1.6900
C -1.4513 -1.1982 3.5502
C -2.2261 0.0355 3.9694
C -2.4210 1.1100 2.9263
O -3.1990 2.1087 3.4624
C -2.8746 3.4210 2.9780
N -3.5756 -0.3873 4.5588
H -4.2607 -0.3839 3.7958
H -3.5688 -1.3303 4.9500
H -3.9656 0.2724 5.2400
H -1.1716 -1.8279 4.3912
H -0.6111 -0.9327 2.9113
H -2.0679 -1.8145 2.8795
H -1.7716 0.5511 4.8205
H -2.9098 0.6403 2.0453
H -1.4271 1.3937 2.5644
H -2.9804 3.4340 1.8877
H -1.8306 3.6325 3.2196
H -3.5274 4.1517 3.4387
C -2.2203 -4.7900 1.3206
C -1.3833 -3.9510 0.3696
C -0.5653 -4.7953 -0.5901
O 0.1830 -5.6616 0.1894
C 1.0301 -6.5121 -0.5800
N -2.3139 -3.0749 -0.4427
H -1.7765 -2.3265 -0.9107
H -2.7230 -3.7242 -1.1234
H -3.1158 -2.6504 0.0188
H -2.8156 -4.1756 2.0020
H -1.5674 -5.3853 1.9545
H -2.9062 -5.4562 0.7922
H -0.7470 -3.3044 0.9746
H 0.1195 -4.1557 -1.1690
H -1.2302 -5.3120 -1.3008
H 1.6560 -7.0461 0.1269
H 1.6492 -5.9432 -1.2876
H 0.4620 -7.2251 -1.1823
C -2.9847 2.1159 -1.3721
C -4.4558 2.3414 -1.0279
C -4.9854 3.7288 -1.2729
O -6.1538 3.8087 -0.5152
C -6.7952 5.1002 -0.6050
N -5.3674 1.3852 -1.7996
H -5.2162 1.3077 -2.8095
H -5.2788 0.4358 -1.4389
H -6.3496 1.6515 -1.6432
H -2.4430 2.8316 -0.7468
H -2.7920 2.4110 -2.4041
H -2.5612 1.1551 -1.0845
H -4.6087 1.9870 -0.0081
H -5.1546 3.9103 -2.3440
H -4.2227 4.4364 -0.9188
H -7.1691 5.2522 -1.6189
H -6.0244 5.8660 -0.4599
H -7.5457 5.1824 0.1685
C 2.3069 -1.0042 -3.9905
C 3.3160 -1.6495 -3.0637
C 3.9629 -0.6727 -2.1326
O 4.7419 -1.4052 -1.2047
C 5.6594 -0.5937 -0.4884
N 2.5925 -2.7148 -2.2520
H 2.2886 -3.4066 -2.9402
H 3.1795 -3.1304 -1.5305
H 1.7292 -2.3383 -1.8341
H 1.8501 -1.7197 -4.6847
H 2.7016 -0.2014 -4.6064
H 1.4274 -0.6431 -3.4454
H 4.0244 -2.1937 -3.6880
H 3.2622 -0.0520 -1.5571
H 4.5598 0.0215 -2.7362
H 6.2330 -1.2534 0.1634
H 5.1622 0.0810 0.2218
H 6.3179 -0.0509 -1.1634
C 3.3796 5.9699 -4.8605
C 2.1553 6.6227 -4.2587
C 1.6619 5.8892 -3.0037
O 1.3693 4.5821 -3.4462
C 1.4307 3.5860 -2.4415
N 2.4432 8.0746 -3.9824
H 3.1934 8.2746 -3.3099
H 2.6686 8.6184 -4.8209
H 1.6310 8.5241 -3.5441
H 3.1684 4.9450 -5.1515
H 4.2278 5.9834 -4.1714
H 3.7117 6.4318 -5.7938
H 1.3749 6.6360 -5.0210
H 0.7670 6.3649 -2.5863
H 2.4754 5.8230 -2.2699
H 2.4603 3.4758 -2.0702
H 1.1733 2.6195 -2.8627
H 0.8135 3.8630 -1.5815
C 3.0309 -5.3337 3.0977
C 2.7973 -3.8735 2.7764
C 1.8276 -3.1578 3.6938
O 2.4890 -2.9988 4.9172
C 1.8236 -2.1506 5.8299
N 4.0826 -3.0904 2.7773
H 4.4105 -3.1028 3.7554
H 4.7991 -3.5068 2.1822
H 3.9461 -2.1000 2.5684
H 2.0846 -5.8227 3.3206
H 3.7445 -5.4983 3.9052
H 3.4073 -5.8855 2.2318
H 2.3912 -3.8195 1.7626
H 0.9035 -3.7266 3.8547
H 1.5460 -2.1978 3.2266
H 1.9121 -1.0927 5.5612
H 2.2461 -2.2722 6.8248
H 0.7644 -2.4154 5.9393
*
```

Calculated values
Frontier orbital gap, eV: 8.88
LUMO level, eV: -11.0
E_HOMO, eV: -19.90

Atom charges from the Löwdin analysis, given in e for atoms 1 to 99: -1.24 0.11 0.08 0.15 0.06 -0.03 -0.29 -0.25 -0.17 -0.03 0.25 0.17 0.18 0.19 0.08 0.08 0.08 0.17 0.13 0.14 0.08 0.10 0.11 -0.02 -0.31 -0.22 -0.18 -0.05 0.23 0.12 0.18 0.17 0.08 0.10 0.11 0.14 0.12 0.16 0.10 0.08 0.11 -0.02 -0.31 -0.22 -0.19 -0.03 0.23 0.18 0.16 0.18 0.09 0.10 0.07 0.15 0.15 0.14 0.10 0.10 0.10 -0.02 -0.29 -0.19 -0.20 -0.08 0.24 0.17 0.16 0.11 0.10 0.11 0.08 0.17 0.14 0.15 0.09 0.09 0.11 -0.03 -0.31 -0.19 -0.19 -0.09 0.23 0.19 0.19 0.18 0.10 0.10 0.10 0.17 0.14 0.14 0.09 0.08 0.09 -0.01 -0.32 -0.21 -0.17

=====

Sequential DFT total energy output: -281.7034 -5376.5808 -2160.3053 hartree
Sequential energy relative to the best compared isomer or geometry (same formula, charge and spin) output: 37.2 14.7 16.6 kcal/mol